No. 1
CH9N2O | wB97M-V/def2-TZVPD

Geometry as ORCA input:
```
! wB97M-V def2-TZVPD RIJCOSX def2/J DEFGRID3
* xyz 1 1
H 0.18 -1.29 -0.04
H 0.43 -0.54 1.47
H 1.78 0.60 -2.52
H -0.78 0.77 -0.85
H -0.73 1.43 0.70
O 1.85 0.72 -1.56
H -2.02 -1.85 0.63
C -0.31 -0.65 0.67
N -1.60 -1.02 1.01
H -1.92 -0.60 1.87
H 2.77 0.53 -1.33
N -0.30 0.77 0.05
H 0.65 1.12 -0.11
*
```

Calculated values
Kohn-Sham gap: 0.410 hartree
energy relative to the best compared isomer or geometry (same formula, charge and spin): 0.233 eV
highest occupied orbital energy: -0.5323 hartree

These are the Löwdin partial charges, in e, on atoms 1 to 6: 0.128, 0.134, 0.074, 0.157, 0.161, -0.041

No. 2
C36H89N5 | wB97M-V/def2-TZVPD

Geometry as ORCA input:
```
! wB97M-V def2-TZVPD RIJCOSX def2/J DEFGRID3
* xyz 0 1
C 4.87 -2.03 0.79
H 2.82 -3.75 1.42
H -4.67 1.72 -3.70
H 0.84 -5.48 -2.26
H 6.93 -1.22 0.68
H 1.13 -3.00 0.62
C 0.66 -0.05 1.42
H -7.73 -3.67 2.52
H 0.42 2.00 2.22
H 2.67 -3.53 3.29
H 0.50 -4.45 -4.51
H 4.76 0.02 2.72
H 1.93 -2.20 -1.43
C 3.84 3.97 -3.73
H 5.02 -2.82 0.07
C 4.63 3.72 -1.36
C -0.15 1.08 2.11
N -1.36 1.40 1.34
N -2.60 2.83 -3.55
H 2.54 2.41 0.06
H -2.81 -2.38 5.94
H 4.52 3.04 -3.85
H -0.67 5.61 -3.35
H -2.64 -3.98 6.52
H -2.62 1.96 -6.74
H -2.26 0.98 -4.67
C -4.18 -1.71 3.36
H -2.39 -2.73 2.65
C -3.85 -3.79 4.82
C 2.69 4.27 -4.66
H -0.68 4.04 -0.55
H -4.02 2.19 -6.12
H 0.08 -0.78 1.23
H 5.84 -1.28 -0.96
C -2.34 4.18 -3.50
H -4.33 -4.76 5.20
H 5.35 -1.04 4.85
C -1.04 2.22 0.18
H -2.54 4.51 -2.32
H 2.37 5.27 -4.37
H -0.88 -4.71 -1.08
H 1.73 -2.08 -3.12
C 1.22 -2.17 -2.12
H -6.10 -4.30 4.14
H 1.44 -0.23 1.91
H 1.81 -3.60 -4.54
H -1.79 2.22 -0.43
H 3.45 -0.86 2.43
C -3.78 2.25 1.86
H 5.48 -4.08 2.32
H -0.51 3.78 -3.01
H 0.93 -0.08 -1.91
C 4.68 -3.59 2.70
C -3.04 2.53 -5.95
C -0.49 -3.66 -0.85
H -3.93 3.16 1.15
H 0.86 -4.76 0.38
H -4.06 -3.23 6.84
H -0.57 4.35 -4.64
N 0.37 -3.35 -2.10
H -3.90 1.97 -1.09
C 1.33 -4.56 -4.06
H 3.12 5.19 -2.10
H -0.30 -4.10 1.20
C -7.00 -2.95 3.17
C -5.74 -3.66 3.32
H 1.14 0.24 0.41
H -2.37 1.24 3.16
H 3.04 3.85 -5.66
H -4.21 1.39 1.37
C -0.42 3.63 0.40
H -1.30 2.04 -5.20
C 4.43 -1.10 4.52
H -0.92 4.14 1.10
H 5.21 3.74 0.56
H -7.59 -2.71 4.10
C -4.07 2.52 -3.23
H -6.98 -2.02 2.55
H 3.07 -4.89 2.49
C 4.37 -1.03 2.95
H 4.53 4.70 -4.12
C 5.94 -1.06 0.27
C -2.38 1.97 2.43
H -2.88 -1.07 1.94
H -5.59 2.45 -1.54
H -4.25 2.71 2.78
C 3.50 2.26 0.51
H -0.40 1.01 3.05
H 5.23 2.85 -1.78
C -0.91 4.50 -3.70
H 3.91 -1.56 0.47
C 0.32 -3.83 0.39
C 3.45 3.96 -2.32
N -4.78 -2.85 4.13
H 4.08 -0.15 4.87
H 4.14 1.42 0.22
H -0.34 -1.08 -3.12
C -3.21 -2.08 2.30
H 2.57 3.53 -2.07
C -3.40 -3.21 6.14
C 0.38 -0.89 -2.10
N 5.01 -2.18 2.28
H -3.03 3.54 -6.08
H 3.77 -1.92 4.70
C -2.20 2.00 -4.74
H 5.01 -3.60 3.77
H 3.73 4.30 0.48
C -4.52 2.61 -1.76
H -4.32 3.63 -1.33
H 5.75 -0.08 0.43
H 1.76 3.71 -4.38
H 5.14 4.63 -1.41
H -4.62 3.23 -3.76
C 1.18 -4.52 -2.56
H 2.07 -4.44 -2.07
H -3.47 -2.75 1.60
H 1.73 -5.46 -4.52
H -3.63 -1.16 4.05
H -5.44 -4.19 2.31
H -2.80 4.65 -4.18
H -3.05 -4.20 4.13
C 4.26 3.53 0.10
H -5.09 -1.12 2.99
H -1.81 2.86 2.77
H -0.27 -0.78 -1.16
H 3.52 2.01 1.57
H 0.47 3.76 0.49
C 3.25 -3.95 2.48
H -1.19 -2.93 -0.64
H -0.34 1.88 -0.63
*
```

Calculated values
SMILES string: CCN(CC)CC.CCN(CC)CC.CCN(CC)CC.CCN(CC)CC.CCN(CC)CC.CCCCCC
Kohn-Sham gap: 0.321 hartree
energy relative to the best compared isomer or geometry (same formula, charge and spin): 3.295 eV
highest occupied orbital energy: -0.2963 hartree

These are the Löwdin partial charges, in e, on atoms 1 to 6: -0.274, 0.087, 0.120, 0.102, 0.068, 0.097

No. 3
C3H10NO2 | wB97M-V/def2-TZVPD

Geometry as ORCA input:
```
! wB97M-V def2-TZVPD RIJCOSX def2/J DEFGRID3
* xyz -1 1
H 0.22 -0.48 2.76
C 0.53 0.25 0.80
H 2.66 1.02 0.58
C -0.71 0.75 -0.23
H -0.43 1.36 -1.10
N -0.07 0.25 2.09
H -0.25 -1.33 -1.77
H -1.12 -1.89 -2.90
H 1.43 2.13 0.53
H 0.90 -0.67 0.30
O -0.14 -1.95 -2.60
H -1.46 1.42 0.22
H -1.10 0.11 2.06
H 1.83 1.52 1.99
C 1.65 1.23 0.93
O -1.23 -0.35 -0.69
*
```

Calculated values
Kohn-Sham gap: 0.266 hartree
energy relative to the best compared isomer or geometry (same formula, charge and spin): 1.638 eV
highest occupied orbital energy: -0.1041 hartree

These are the Löwdin partial charges, in e, on atoms 1 to 6: 0.062, -0.412, 0.054, -0.465, 0.072, -0.026

No. 4
C21H34BBrCl4F7IN2O8PS2 | wB97M-V/def2-TZVPD

Geometry as ORCA input:
```
! wB97M-V def2-TZVPD RIJCOSX def2/J DEFGRID3
* xyz 1 1
H -2.34 3.65 -1.56
F -2.74 -3.03 -1.24
Cl -6.54 -0.39 -0.02
F -1.37 -6.63 0.37
H 1.68 -0.11 -2.87
H 3.30 -3.35 0.81
S 4.75 1.95 -3.23
H -0.34 -0.58 3.47
C -1.38 3.05 -1.18
O -0.97 0.00 -5.10
H -1.57 -0.56 -2.62
C -0.59 1.01 4.57
C 0.59 -0.36 -3.18
C -0.52 -0.57 -2.04
F -2.29 -4.85 2.15
H -0.22 1.75 -3.94
C 3.36 1.60 -0.67
H -0.44 -1.72 -1.71
C -0.51 0.29 -0.67
H 3.17 0.81 0.21
N 0.36 1.65 1.13
I -2.61 1.66 2.39
H -3.56 1.86 -1.86
H 1.66 1.98 -2.31
H -1.17 3.49 -0.10
H -0.53 3.28 -1.95
H 5.95 3.76 -3.51
H 1.01 0.78 -5.14
H 2.12 -0.88 -0.89
C -2.66 -5.98 -0.03
H 0.74 2.94 5.05
C 4.22 0.81 -1.82
H 3.70 -1.49 1.34
C -0.60 0.75 1.95
O 5.91 1.18 -3.96
H 1.45 -2.63 -0.74
H 0.23 5.13 1.85
O -3.40 -1.09 0.57
F -0.72 -3.86 -0.38
C -0.57 -0.51 0.81
S -2.03 -1.73 1.04
O 0.24 4.30 2.41
C 0.65 1.39 -0.23
B -1.71 1.40 -1.07
H 0.11 0.46 5.38
Cl -5.80 -3.02 -0.99
O 3.61 2.15 -4.27
H -1.67 0.63 -5.45
C 2.59 2.47 3.07
H 3.61 2.33 2.47
H 0.67 -1.40 -3.78
C -1.99 -3.29 0.04
C -2.82 -4.55 0.76
C 0.10 0.71 -4.37
H 3.74 -0.21 -2.19
N -0.14 0.45 3.32
F -3.73 -6.88 0.54
O -2.36 -1.93 2.57
H 1.87 3.29 -1.02
H -1.08 3.34 4.43
F -4.26 -4.26 0.95
C -7.04 -2.09 -0.13
H 5.25 0.49 -1.29
H 1.65 -0.52 1.74
H -1.66 0.69 5.00
C -0.37 2.57 5.00
C 1.86 2.10 -1.14
F -2.89 -5.94 -1.49
H 2.79 3.28 3.90
O -3.10 1.09 -1.41
Cl -7.25 -2.76 1.51
Cl -8.59 -2.20 -1.01
H 4.04 2.43 -0.21
C 3.30 -2.22 0.51
H 4.05 -2.13 -0.42
C 1.82 -1.72 -0.11
H -0.76 2.64 6.13
O 5.41 3.44 -2.70
Br 0.80 -2.89 2.28
C 0.90 -1.22 1.11
P 1.32 3.08 1.72
H 2.31 1.42 3.51
*
```

Calculated values
Kohn-Sham gap: 0.274 hartree
highest occupied orbital energy: -0.4535 hartree

These are the Löwdin partial charges, in e, on atoms 1 to 6: 0.101, -0.029, 0.522, 0.038, 0.073, 0.076

No. 5
CH5FNO | wB97M-V/def2-TZVPD

Geometry as ORCA input:
```
! wB97M-V def2-TZVPD RIJCOSX def2/J DEFGRID3
* xyz 1 1
H -0.86 0.04 -1.05
H 0.51 0.43 1.58
F -2.30 -1.06 1.04
N -0.06 -0.36 -0.44
H -0.21 1.69 0.18
O -2.00 0.27 1.41
C 0.13 0.68 0.58
H -0.30 -1.34 -0.21
H 0.87 -0.38 -0.98
*
```

Calculated values
Kohn-Sham gap (alpha / beta): 0.385 / 0.323 hartree
energy relative to the best compared isomer or geometry (same formula, charge and spin): 3.413 eV
highest occupied orbital energy (alpha / beta): -0.6113 / -0.5755 hartree

These are the Löwdin partial charges, in e, on atoms 1 to 6: 0.213, 0.120, -0.104, 0.114, 0.140, 0.025

No. 6
C19H22ClNO3 | wB97M-V/def2-TZVPD

Geometry as ORCA input:
```
! wB97M-V def2-TZVPD RIJCOSX def2/J DEFGRID3
* xyz 0 1
C -0.40 -2.14 2.10
C 1.18 -0.48 -0.95
H 2.19 -0.86 -1.08
N -0.72 1.14 1.82
C -1.30 0.90 0.62
H 1.79 0.01 3.52
H -2.14 3.52 1.42
C 1.13 0.93 -1.55
C -1.70 4.09 0.61
C -0.63 3.73 -1.73
H -0.92 4.75 1.00
C -1.16 0.46 -2.54
C -0.92 1.88 -0.43
C 0.80 -2.79 -1.87
C 0.46 -3.18 1.83
C -1.11 3.20 -0.42
H 1.24 -3.21 -0.97
H -2.05 0.22 -1.95
C -0.42 -0.83 -2.87
H -1.12 -1.53 -3.32
C 1.80 -3.07 2.16
H -0.67 -1.59 -0.89
O -0.63 4.87 -2.11
H 3.33 -1.84 3.02
Cl 2.89 -4.36 1.80
H 1.59 -2.69 -2.62
H 0.10 -4.08 1.35
H 1.69 1.62 -0.92
H 0.03 1.82 1.87
H 0.99 -0.42 0.13
H -1.44 -2.21 1.83
C 2.29 -1.92 2.77
H -2.45 4.73 0.14
O -0.19 2.69 -2.46
H 0.06 -3.50 -2.25
H 1.61 0.93 -2.53
C -0.86 0.19 2.92
H -0.64 0.72 3.85
C 0.07 -0.98 2.71
C 0.16 -1.44 -1.59
C -0.29 1.46 -1.74
H -1.89 -0.14 2.92
H 0.38 -0.64 -3.59
O -2.09 -0.01 0.43
C 1.42 -0.88 3.04
H -1.48 0.96 -3.45
*
```

Calculated values
SMILES string: CC1=C(C(=O)NCc2ccc(Cl)cc2)[C@]2(CC[C@H](C)CC2)OC1=O
Kohn-Sham gap: 0.360 hartree
energy relative to the best compared isomer or geometry (same formula, charge and spin): 0.000 eV
highest occupied orbital energy: -0.3443 hartree

These are the Löwdin partial charges, in e, on atoms 1 to 6: -0.034, -0.128, 0.120, 0.098, -0.437, 0.115

No. 7
C5H12NO | wB97M-V/def2-TZVPD

Geometry as ORCA input:
```
! wB97M-V def2-TZVPD RIJCOSX def2/J DEFGRID3
* xyz 1 1
H -1.46 -2.09 1.26
C -0.70 -1.55 1.84
H -0.85 0.91 -3.45
H -1.05 -1.19 2.84
H 0.08 -2.33 1.84
H -0.87 0.77 -1.55
C -0.14 -0.34 1.15
H -0.65 2.29 -2.43
H -1.11 1.54 1.79
H 2.70 -0.58 -0.31
H 0.52 1.07 -2.37
C -0.15 0.96 1.89
O -0.61 -0.12 -0.23
H 1.82 -0.40 -1.93
C 0.71 -0.33 -0.07
N -0.43 1.27 -2.51
H 0.08 0.68 2.99
H 0.73 1.36 1.45
C 1.78 -0.42 -0.79
*
```

Calculated values
Kohn-Sham gap: 0.369 hartree
energy relative to the best compared isomer or geometry (same formula, charge and spin): 2.737 eV
highest occupied orbital energy: -0.5012 hartree

These are the Löwdin partial charges, in e, on atoms 1 to 6: 0.103, 0.015, 0.199, 0.103, 0.103, 0.174

No. 8
C30H29NO4 | wB97M-V/def2-TZVPD

Geometry as ORCA input:
```
! wB97M-V def2-TZVPD RIJCOSX def2/J DEFGRID3
* xyz 0 1
H -4.66 1.43 3.50
C -2.53 2.94 4.24
N 2.27 -2.77 -1.12
C -0.90 -0.06 2.92
C -0.33 -0.85 -3.67
H 1.07 2.70 1.40
C 2.06 -0.57 -0.65
H -2.72 -2.67 -2.10
H 0.98 -4.00 -3.26
O -1.32 0.94 3.77
C 1.86 1.92 -0.46
H 1.38 6.21 -2.68
C 1.84 3.48 -2.33
C 1.49 -2.24 -2.15
H -0.47 -2.50 2.34
C 1.28 -0.87 -1.88
C -1.50 -3.78 -0.67
C -1.65 -1.43 0.91
H -0.18 5.41 -2.96
C 0.57 5.64 -2.20
H -0.06 0.76 -2.24
H 0.30 4.85 0.37
H 0.10 6.27 -1.43
H 2.36 0.53 1.14
H -2.90 -0.64 -0.66
C -1.68 -0.24 1.71
H 2.08 3.73 -3.36
H 3.79 -1.23 1.44
C 0.28 -0.21 -2.58
C -3.77 0.84 3.73
H 3.56 -4.43 -0.89
C 2.11 0.61 0.08
C -1.96 1.06 1.14
H -3.80 -0.09 3.16
H 4.35 -2.71 0.59
H -3.80 0.62 4.80
H -3.41 3.54 4.00
C 2.48 -4.19 -0.91
C -0.11 -2.22 -3.92
C 0.84 4.11 -0.22
H 2.88 -2.76 1.62
C 0.80 -2.93 -3.14
H -0.65 -2.74 -4.72
H -2.55 2.69 5.30
C 3.47 -2.14 0.92
H -0.23 -4.56 0.93
C 1.09 4.39 -1.57
C -2.54 1.65 3.42
H -1.44 -4.69 -1.29
O -2.46 2.01 2.02
C -0.95 -2.59 1.36
C -2.33 -1.52 -0.34
C 1.26 2.92 0.35
C 2.22 2.26 -1.79
H -1.01 -0.30 -4.32
C -0.84 -3.72 0.56
O 0.13 -0.65 3.21
O -1.72 1.40 -0.01
H 2.78 1.55 -2.39
H -1.63 3.54 4.04
C -2.23 -2.67 -1.12
H 2.00 -4.72 -1.73
H 2.04 -4.52 0.05
C 2.64 -1.80 -0.25
*
```

Calculated values
Kohn-Sham gap: 0.146 hartree
energy relative to the best compared isomer or geometry (same formula, charge and spin): 0.000 eV
highest occupied orbital energy: -0.2161 hartree

These are the Löwdin partial charges, in e, on atoms 1 to 6: 0.094, 0.006, -0.004, -0.446, -0.057, 0.129